a:
The following is a DFT calculation (wB97M-V/def2-TZVPD) of a single C20H34N4O3 molecule.

Output
Highest occupied orbital energy (eV): -8.525
Structure (SMILES): CCN(C[C@@H](C)NC(=O)c1ccn(C)c1)C(=O)COC[C@@H](C)N1CCCC1
Charge: 0
Orbital gap (eV): 8.946

Each line ends with the Löwdin charge.
Geometry (Å):
C (-0.58214, -0.06142, -4.46233)  -0.063
C (-1.19651, -0.65450, -3.19941)  -0.222
N (-1.99840, 0.30347, -2.45664)  -0.068
C (-3.40760, 0.37272, -2.76706)  -0.085
C (-4.25030, -0.81513, -2.17375)  -0.325
C (-4.94338, -1.61124, -3.26734)  -0.058
N (-3.45974, -1.70974, -1.35180)  0.090
C (-2.95613, -1.26879, -0.16012)  -0.449
O (-3.40589, -0.28087, 0.39080)  0.089
C (-1.80662, -2.00980, 0.40780)  -0.154
C (-1.20873, -1.67892, 1.65359)  -0.021
C (-0.10880, -2.47703, 1.79668)  -0.081
N (-0.00955, -3.28261, 0.69001)  -0.160
C (0.96842, -4.33550, 0.50757)  -0.023
C (-1.03687, -3.00397, -0.15725)  -0.050
C (-1.45794, 1.19666, -1.55756)  -0.410
O (-2.06036, 2.15242, -1.13163)  0.104
C (-0.04988, 0.84636, -1.08301)  -0.134
O (0.33829, 1.74138, -0.08799)  -0.109
C (1.48572, 1.29523, 0.60385)  -0.177
C (1.67208, 2.17879, 1.82903)  -0.354
C (0.47139, 2.01299, 2.75028)  -0.039
N (2.92188, 1.82514, 2.49774)  -0.136
C (3.12204, 2.51228, 3.77090)  -0.203
C (4.58355, 2.23212, 4.11609)  -0.163
C (5.26303, 2.02566, 2.74579)  -0.163
C (4.12214, 2.16470, 1.73573)  -0.198
H (-0.02991, -0.81975, -5.01998)  0.076
H (-1.36008, 0.34098, -5.11257)  0.074
H (0.10342, 0.75143, -4.22047)  0.071
H (-1.85046, -1.48414, -3.47662)  0.107
H (-0.42756, -1.08327, -2.55533)  0.104
H (-3.77671, 1.31333, -2.36666)  0.124
H (-3.53765, 0.39857, -3.85427)  0.119
H (-5.00368, -0.38014, -1.51813)  0.140
H (-5.56241, -0.95436, -3.87861)  0.082
H (-4.21392, -2.08464, -3.93232)  0.075
H (-5.58320, -2.38491, -2.84300)  0.080
H (-3.03074, -2.50449, -1.79299)  0.117
H (-1.55922, -0.91580, 2.32763)  0.114
H (0.61975, -2.54201, 2.58770)  0.120
H (1.12882, -4.50033, -0.55602)  0.088
H (1.91211, -4.03463, 0.95792)  0.090
H (0.63678, -5.26782, 0.96598)  0.092
H (-1.12154, -3.53176, -1.09437)  0.124
H (-0.07747, -0.17833, -0.68409)  0.116
H (0.65852, 0.85534, -1.92511)  0.131
H (1.35309, 0.25448, 0.93421)  0.127
H (2.35889, 1.33272, -0.05863)  0.118
H (1.71377, 3.22842, 1.48505)  0.152
H (-0.44645, 2.11367, 2.17312)  0.087
H (0.48975, 1.02020, 3.20806)  0.085
H (0.45801, 2.76116, 3.54185)  0.073
H (2.95610, 3.59875, 3.65394)  0.126
H (2.43085, 2.15173, 4.52996)  0.111
H (5.02502, 3.04623, 4.68941)  0.102
H (4.65779, 1.32673, 4.71789)  0.102
H (6.05375, 2.75010, 2.55458)  0.102
H (5.70658, 1.03237, 2.68414)  0.101
H (4.25010, 1.51570, 0.87113)  0.106
H (4.05817, 3.20408, 1.36663)  0.124

=====

b:
The following is a DFT calculation (wB97M-V/def2-TZVPD) of a single C20H34N4O3 molecule.

Output
Highest occupied orbital energy (eV): -8.504
Structure (SMILES): CCN(C[C@@H](C)NC(=O)c1ccn(C)c1)C(=O)COC[C@@H](C)N1CCCC1
Charge: 0
Orbital gap (eV): 9.148

Each line ends with the Löwdin charge.
Geometry (Å):
C (-0.34440, 1.56935, -2.68757)  -0.069
C (-0.42753, 1.66384, -1.16933)  -0.215
N (0.03905, 0.45407, -0.50616)  -0.056
C (1.46788, 0.24376, -0.34119)  -0.096
C (1.94088, 0.24849, 1.13181)  -0.325
C (2.80010, -0.96892, 1.43035)  -0.053
N (2.72292, 1.44027, 1.45108)  0.094
C (2.15440, 2.66745, 1.57961)  -0.440
O (0.96784, 2.85326, 1.34632)  0.060
C (3.04874, 3.76682, 1.99945)  -0.149
C (2.59733, 5.03891, 2.43843)  -0.021
C (3.70811, 5.78716, 2.71105)  -0.082
N (4.81924, 5.02973, 2.44328)  -0.167
C (6.18854, 5.44465, 2.66302)  -0.024
C (4.42626, 3.79963, 2.01679)  -0.041
C (-0.76054, -0.56624, -0.10897)  -0.411
O (-0.30460, -1.58148, 0.38994)  0.080
C (-2.26071, -0.36710, -0.29234)  -0.137
O (-2.92163, -1.55106, 0.03278)  -0.121
C (-4.32445, -1.41044, -0.03570)  -0.182
C (-4.95649, -2.74596, 0.33337)  -0.360
C (-4.52529, -3.14522, 1.73792)  -0.041
N (-6.40812, -2.64437, 0.22515)  -0.137
C (-7.11088, -3.85668, 0.63737)  -0.202
C (-8.54216, -3.64156, 0.14842)  -0.162
C (-8.39256, -2.69037, -1.05773)  -0.162
C (-6.89020, -2.41094, -1.13482)  -0.198
H (-0.67226, 2.50250, -3.14801)  0.075
H (0.68109, 1.37876, -3.00859)  0.071
H (-0.96927, 0.75970, -3.06878)  0.069
H (0.17073, 2.49112, -0.79165)  0.102
H (-1.44809, 1.87432, -0.85381)  0.111
H (1.73464, -0.71352, -0.79377)  0.126
H (1.98446, 1.03471, -0.88494)  0.130
H (1.05210, 0.23767, 1.76435)  0.147
H (2.22083, -1.87008, 1.23903)  0.078
H (3.68701, -0.98244, 0.79040)  0.085
H (3.12301, -0.97667, 2.47296)  0.081
H (3.64401, 1.30288, 1.83014)  0.122
H (1.56821, 5.34163, 2.52676)  0.110
H (3.80904, 6.79840, 3.06832)  0.117
H (6.84389, 4.91062, 1.97808)  0.089
H (6.28076, 6.51102, 2.46762)  0.090
H (6.50391, 5.24256, 3.68730)  0.091
H (5.15952, 3.06418, 1.72631)  0.124
H (-2.58725, 0.45745, 0.35909)  0.141
H (-2.47910, -0.06905, -1.32761)  0.127
H (-4.67263, -0.63891, 0.66616)  0.140
H (-4.61356, -1.10244, -1.04768)  0.116
H (-4.57862, -3.50036, -0.38159)  0.152
H (-3.44284, -3.07000, 1.82099)  0.082
H (-4.98332, -2.47685, 2.47111)  0.092
H (-4.81355, -4.16880, 1.97351)  0.071
H (-6.66756, -4.74535, 0.15243)  0.126
H (-7.05204, -4.00044, 1.71447)  0.111
H (-9.02036, -4.58401, -0.11568)  0.102
H (-9.14124, -3.17651, 0.93050)  0.103
H (-8.76295, -3.12661, -1.98470)  0.102
H (-8.94301, -1.76573, -0.88844)  0.102
H (-6.67716, -1.39608, -1.46704)  0.108
H (-6.40266, -3.10671, -1.84118)  0.124

=====

Unit: kcal/mol. Relative energies: a 4.8; b 0.0.

=====

a:
The following is a DFT calculation (wB97M-V/def2-TZVPD) of a molecular structure, C4H7ClOS.

Output
Highest occupied orbital energy (alpha / beta) (eV): -8.545 / -8.546
Charge: 0
Orbital gap (alpha / beta) (eV): 7.830 / 7.831

Each line ends with the Löwdin charge.
Geometry (Å):
C (1.11190, 1.38958, -0.21262)  0.039
C (0.71146, 0.13318, -0.14506)  -0.551
C (1.09354, -0.78491, 1.04459)  -0.063
C (-0.20161, -0.46398, -1.05706)  -0.110
O (-2.86918, -1.22294, 0.25115)  -0.576
S (-1.99313, -0.09193, 0.35966)  0.590
Cl (-3.10561, 1.57731, -0.39230)  0.101
H (0.84757, 2.05838, -1.05624)  0.082
H (1.88241, 1.76221, 0.49583)  0.084
H (0.37332, -1.67361, 1.05889)  0.095
H (1.06339, -0.12700, 1.91783)  0.079
H (2.10152, -1.11532, 0.79413)  0.079
H (-0.58791, -1.50119, -1.09365)  0.080
H (-0.42766, 0.06022, -1.96516)  0.071

=====

b:
The following is a DFT calculation (wB97M-V/def2-TZVPD) of a single C4H7ClOS molecule.

Output
Highest occupied orbital energy (eV): -8.934
Structure (SMILES): C[C@]1(Cl)[C@H](O)[C@@H]1S
Charge: 0
Orbital gap (eV): 9.503

Each line ends with the Löwdin charge.
Geometry (Å):
C (0.53667, -0.15695, 1.49720)  -0.128
C (0.71404, 0.00607, -0.00467)  -0.812
Cl (2.31107, -0.47757, -0.59802)  0.666
C (-0.11576, 0.86892, -0.95003)  -0.368
O (-1.08861, 1.69074, -0.32542)  -0.011
C (-0.22482, -0.54245, -0.99240)  -0.626
S (-1.84129, -1.03925, -0.30252)  0.786
H (0.68503, -1.24412, 1.97279)  0.121
H (1.31051, 0.46525, 2.06468)  0.092
H (-0.53321, 0.03779, 1.79592)  0.058
H (0.55609, 1.34197, -1.66198)  0.144
H (-0.73669, 2.39277, 0.15632)  0.072
H (-0.07676, -1.00023, -1.90658)  0.080
H (-1.49627, -2.34296, -0.74531)  -0.075

=====

Unit: kcal/mol. Relative energies: a 7.8; b 0.0.

=====

a:
The following is a DFT calculation (wB97M-V/def2-TZVPD) of 2 unconnected molecules or ions with the total composition C3H3FO2.

Output
Highest occupied orbital energy (alpha / beta) (eV): -9.815 / -8.579
Charge: 0
Orbital gap (alpha / beta) (eV): 9.979 / 7.443

Each line ends with the Löwdin charge.
Geometry (Å):
C (0.64853, 1.76053, -2.68698)  -0.241
C (-0.55340, -0.22148, 0.30000)  -0.123
C (0.65996, 0.50267, 0.00511)  -0.091
O (-0.26681, 2.25766, -3.23360)  0.114
O (-0.29127, 1.12284, 0.71627)  -0.012
F (1.86311, 1.56792, -3.23636)  0.045
H (-1.30913, -0.33050, -0.46447)  0.104
H (-0.58538, -0.94090, 1.11091)  0.107
H (1.68916, 0.42838, 0.28203)  0.096

=====

b:
The following is a DFT calculation (wB97M-V/def2-TZVPD) of 2 unconnected molecules or ions with the total composition C3H3FO2.

Output
Highest occupied orbital energy (eV): -10.642
Structure (SMILES): O=C(O)F.C#C
Charge: 0
Orbital gap (eV): 11.014

Each line ends with the Löwdin charge.
Geometry (Å):
O (-1.47384, -0.68994, -0.60689)  0.208
C (-1.50016, 0.17839, 0.14763)  -0.685
O (-1.58491, 1.41742, 0.02294)  0.220
F (-1.28431, -0.10498, 1.51797)  0.024
H (-1.23432, 1.88086, 0.82619)  0.180
C (1.38076, -0.70726, -0.03153)  -0.019
C (2.11562, -0.61141, -0.95965)  0.002
H (0.70553, -0.74923, 0.82816)  0.034
H (2.87563, -0.61386, -1.74480)  0.035

=====

Unit: kcal/mol. Relative energies: a 70.0; b 0.0.